Record 1
{"formula": "C4H11NO", "method": "wB97M-V/def2-TZVPD", "charge": 0, "smiles": "C=CO.CCN", "lumo_energy_ha": 0.0328, "fmax_ev_per_a": 2.6, "gap_ev": 9.656, "e_tot_ha": -288.93136, "species": ["C", "H", "N", "H", "H", "C", "C", "H", "H", "H", "C", "H", "H", "H", "H", "O", "H"], "xyz": [[-0.906, -1.177, 1.249], [2.331, 0.467, -2.995], [1.417, 0.092, -1.109], [-1.484, -0.132, 4.112], [-0.291, 1.960, -2.862], [0.303, 1.048, -3.043], [-0.782, -0.656, 2.477], [0.269, -0.425, 2.727], [0.976, -0.779, -1.359], [2.106, 1.899, -2.027], [1.593, 0.921, -2.292], [-1.858, -1.374, 0.785], [-0.344, 0.167, -2.970], [0.500, 1.136, -4.129], [-0.161, -0.973, 0.450], [-1.857, -0.389, 3.261], [2.219, -0.106, -0.521]]}

Record 2
{"formula": "C30H70Cl10O10", "method": "wB97M-V/def2-TZVPD", "charge": 0, "smiles": "COCCOC.COCCOC.COCCOC.COCCOC.COCCOC.ClCCCl.ClCCCl.ClCCCl.ClCCCl.ClCCCl", "lumo_energy_ha": 0.0144, "fmax_ev_per_a": 2.2, "gap_ev": 9.957, "e_tot_ha": -6539.17007, "species": ["C", "H", "H", "Cl", "H", "H", "O", "H", "H", "H", "H", "H", "C", "C", "H", "H", "O", "H", "H", "H", "H", "H", "H", "H", "C", "O", "H", "Cl", "C", "H", "H", "H", "H", "H", "H", "Cl", "O", "H", "C", "Cl", "C", "H", "H", "C", "H", "H", "H", "H", "H", "O", "H", "C", "C", "C", "C", "O", "C", "Cl", "O", "H", "H", "C", "H", "O", "H", "H", "H", "Cl", "H", "C", "H", "Cl", "C", "H", "H", "H", "H", "H", "C", "C", "H", "H", "C", "C", "C", "H", "H", "H", "Cl", "H", "H", "H", "C", "C", "H", "H", "H", "H", "H", "C", "H", "O", "H", "C", "H", "H", "C", "H", "Cl", "Cl", "H", "C", "C", "H", "H", "C", "H", "C", "O", "H"], "xyz": [[7.118, 2.217, 2.265], [1.316, -6.061, -0.385], [-1.926, 5.135, 0.192], [-5.748, -4.930, 0.694], [2.560, 6.981, -2.574], [-4.242, -2.499, -2.392], [1.193, -3.394, -2.305], [-0.510, -1.556, -2.156], [-4.089, -0.443, -0.212], [1.656, 2.289, -2.684], [0.492, -4.494, -0.126], [0.036, 0.128, -2.384], [-4.921, 4.670, -2.389], [2.320, 4.295, -2.666], [3.492, 1.192, -0.651], [-4.931, -1.993, -0.009], [3.242, 5.138, -1.970], [3.185, -2.949, -2.674], [-1.038, -0.207, 0.359], [0.863, 3.062, 2.807], [4.370, 2.302, 2.589], [0.704, -4.761, 2.307], [-4.914, -6.573, 2.175], [-0.273, -5.984, 1.605], [-3.085, -0.749, -2.694], [0.144, -5.962, -2.691], [-4.352, -1.831, 6.299], [1.955, 3.249, 6.338], [1.229, -5.195, 0.253], [7.910, 1.824, 1.601], [-3.429, -3.003, 5.319], [1.785, 6.316, -1.082], [-2.484, -5.997, 2.037], [-0.658, -5.174, -4.400], [-0.947, 3.730, 0.771], [-2.094, -1.173, 6.036], [-2.960, -2.151, -0.795], [-0.181, 5.202, 0.095], [1.459, 3.865, 4.718], [1.038, 0.859, 0.807], [-0.658, -7.062, -2.933], [2.325, -2.006, -1.435], [-4.649, -4.951, 2.762], [-3.367, 3.380, -1.312], [-0.735, -0.770, -3.727], [-0.116, -7.937, -2.572], [1.988, -1.676, -3.137], [-0.847, 0.095, 2.087], [5.381, 4.113, 0.341], [-1.030, 4.025, -1.244], [-3.586, -1.619, 1.044], [-4.075, -1.268, 4.256], [0.799, -3.889, -3.549], [-3.233, -2.135, -2.149], [-0.739, -0.590, -2.635], [-1.961, -0.075, -2.221], [-3.938, -1.509, 0.021], [2.750, -4.276, 0.363], [6.576, 3.409, 1.753], [-3.560, 3.878, -0.346], [5.591, 2.367, 0.274], [2.237, -2.468, -2.416], [1.043, -1.853, 1.911], [3.712, 2.355, -2.371], [-5.018, 5.511, -3.081], [-1.762, 2.148, -0.650], [-3.338, -1.343, 3.461], [-3.095, -6.700, -0.116], [2.191, 2.931, -1.074], [1.252, 2.703, 3.752], [3.412, 2.519, 1.130], [-1.182, -2.633, 2.072], [5.475, 3.222, 0.957], [2.480, 4.343, -3.754], [-1.146, -4.451, -2.859], [3.440, 6.932, -1.040], [-3.086, -0.800, -3.800], [-5.257, 5.024, -1.404], [3.901, 1.173, -1.660], [-1.920, 2.963, -1.378], [-1.746, 2.506, -2.353], [3.891, 5.647, 0.989], [2.714, 6.400, -1.656], [0.158, -1.641, 1.328], [-1.029, 4.528, 0.030], [-2.510, -2.836, -2.562], [-0.782, -7.262, -4.013], [0.268, -2.112, 0.351], [1.724, -6.901, 2.375], [6.350, 1.437, 2.376], [-2.908, -4.632, 0.943], [0.512, 4.365, 4.915], [-3.595, -1.951, 5.530], [-4.604, -5.575, 1.871], [1.267, 4.594, -2.492], [4.959, 0.922, -1.665], [2.463, 5.769, 2.022], [-4.312, -0.221, 4.407], [2.476, 4.615, 0.704], [-0.326, -0.211, 1.188], [-4.006, 2.479, -1.341], [3.604, 4.153, 2.393], [-1.647, -6.999, -2.476], [2.406, 2.893, -2.149], [2.204, 4.557, 4.355], [2.155, 2.118, 3.649], [-3.195, -5.613, 1.314], [-5.648, 3.915, -2.742], [-0.037, 1.569, 4.315], [-5.624, -1.968, 3.684], [0.468, -3.053, -4.196], [4.205, 2.990, 1.745], [-0.291, -4.870, -3.411], [3.389, 0.355, -2.194], [7.592, 2.391, 3.229], [3.109, 5.064, 1.486], [1.660, -4.311, -4.097], [0.751, -5.609, 1.627], [-3.639, 4.210, -2.401], [-3.972, -0.173, -2.428]]}

Record 3
{"formula": "C9H14O", "method": "wB97M-V/def2-TZVPD", "charge": 1, "lumo_energy_ha": [-0.1567, -0.2887], "spin_multiplicity": 2, "fmax_ev_per_a": 6.6, "gap_ev": [9.550, 5.953], "e_tot_ha": -426.14750, "s2": 0.766, "species": ["C", "H", "C", "O", "H", "H", "H", "H", "H", "C", "C", "H", "H", "H", "C", "H", "C", "H", "H", "C", "C", "C", "H", "H"], "xyz": [[0.315, 0.232, 1.943], [0.651, 2.851, -1.787], [0.606, -0.881, 1.158], [-1.332, 1.879, 2.743], [1.958, 1.765, -3.430], [2.787, 1.285, -1.978], [-0.798, -3.310, -0.886], [-1.326, 1.679, 3.773], [1.848, 0.017, -2.609], [-2.171, -0.091, 1.619], [-0.989, 0.651, 2.157], [-2.312, -2.040, 0.406], [0.881, -2.829, -0.280], [-0.143, 1.776, -2.577], [1.892, 1.134, -2.396], [1.682, -1.269, 1.067], [-0.132, -2.439, -0.513], [1.310, 0.755, 2.311], [0.472, 1.370, -0.813], [-0.469, -1.565, 0.550], [0.562, 1.817, -1.853], [-1.844, -1.220, 0.881], [-3.125, 0.222, 1.840], [-0.324, -1.787, -1.326]]}

Record 4
{"formula": "C3H10NO3", "method": "wB97M-V/def2-TZVPD", "charge": -1, "lumo_energy_ha": 0.1559, "fmax_ev_per_a": 4.7, "gap_ev": 7.972, "e_tot_ha": -400.73236, "species": ["O", "N", "H", "C", "O", "H", "H", "H", "H", "C", "H", "H", "H", "H", "O", "C", "H"], "xyz": [[-1.558, -0.536, 0.649], [0.767, 1.312, 0.757], [0.320, 1.302, 1.654], [-1.710, 0.742, 0.303], [0.320, -3.023, -1.973], [-0.485, -0.820, 0.386], [-2.390, 0.918, -0.416], [2.295, 0.246, -0.112], [0.158, 1.041, -1.187], [1.517, 0.066, 0.589], [-0.367, 2.540, -0.207], [1.824, -0.495, 1.510], [1.196, -2.470, -1.863], [-2.193, 1.410, 1.109], [0.754, -0.847, 0.034], [-0.324, 1.430, -0.177], [-0.126, -2.816, -1.055]]}

Record 5
{"formula": "C62H47Cl4N6O3P2V", "method": "wB97M-V/def2-TZVPD", "charge": 1, "lumo_energy_ha": [-0.1177, -0.1239], "spin_multiplicity": 4, "fmax_ev_per_a": 1.4, "gap_ev": [5.603, 5.464], "e_tot_ha": -6412.26866, "s2": 3.828, "species": ["C", "H", "C", "H", "H", "C", "H", "C", "H", "H", "C", "C", "C", "H", "C", "H", "H", "C", "H", "N", "C", "H", "O", "C", "C", "N", "P", "C", "C", "C", "H", "C", "H", "N", "H", "H", "H", "H", "C", "C", "H", "C", "C", "O", "C", "H", "C", "H", "Cl", "H", "Cl", "C", "C", "O", "H", "C", "C", "C", "C", "C", "H", "C", "H", "N", "H", "C", "C", "C", "H", "C", "N", "C", "H", "H", "C", "C", "C", "C", "H", "Cl", "C", "H", "H", "C", "C", "H", "C", "C", "C", "C", "N", "P", "H", "C", "C", "H", "C", "H", "C", "H", "C", "V", "H", "C", "H", "H", "C", "H", "H", "C", "H", "H", "C", "Cl", "H", "C", "C", "C", "C", "H", "C", "C", "H", "H", "C"], "xyz": [[2.630, 3.955, 3.982], [4.819, 3.343, -0.885], [-6.065, 0.884, 1.456], [-1.319, -4.471, -3.914], [-0.269, 1.283, -1.181], [-4.658, -3.017, -2.177], [2.650, 4.804, 5.970], [0.906, -3.526, -1.607], [-7.512, 2.405, 0.824], [-3.966, 3.954, 0.394], [3.627, 1.869, 0.945], [2.913, -4.686, -2.261], [-1.116, 1.832, 4.182], [5.422, 3.536, 3.962], [0.426, -4.740, -1.080], [4.221, 4.753, 5.215], [-6.121, 3.314, -0.960], [4.491, 2.973, -1.848], [2.482, 0.662, -3.257], [-1.749, -0.276, -2.332], [2.357, 5.315, 3.306], [0.854, -6.820, -0.638], [-1.813, -4.021, -0.758], [-5.983, -3.670, -2.359], [5.659, 2.377, 2.173], [-1.288, -2.427, -3.738], [2.725, 1.148, -0.498], [5.201, -2.121, -1.068], [-4.944, 0.197, 1.192], [-3.350, 3.174, -0.047], [-0.167, -0.208, -5.991], [5.013, 1.799, 1.088], [6.735, 2.316, 2.265], [-3.643, -2.512, -2.042], [-5.242, -1.024, 2.792], [-0.213, -4.502, -6.142], [-6.692, 0.545, 2.274], [5.599, 1.286, 0.330], [2.929, 2.499, 1.958], [4.708, -0.825, -1.094], [-1.774, -2.547, 1.383], [-4.079, 0.618, 0.042], [-2.217, -2.159, 4.274], [0.213, -2.402, -1.525], [-3.913, -3.096, 2.686], [0.357, -2.315, -7.210], [-1.746, -0.667, 2.302], [-2.674, 2.664, 2.016], [-6.021, -4.286, -3.998], [-1.899, -2.296, 5.301], [3.469, -7.283, -1.668], [3.435, -0.535, -0.603], [-2.429, 2.569, 0.964], [1.571, 2.491, 1.878], [5.317, -0.028, -1.512], [1.225, -5.903, -1.081], [-0.746, 2.616, 5.269], [-1.517, 3.006, -1.638], [3.679, 2.067, -4.340], [-5.778, 2.492, -0.342], [3.883, -4.681, -2.742], [-0.419, -3.562, -5.649], [-1.195, -5.792, -0.089], [-2.276, 0.678, -1.490], [-2.850, 4.641, -1.678], [4.969, 3.583, -3.005], [3.602, 1.906, -1.919], [-2.381, -1.638, 1.323], [-3.359, -3.941, 4.499], [1.299, 3.220, 4.124], [-2.264, -1.170, -0.037], [-0.283, 1.708, 3.072], [-1.395, 2.693, 6.131], [2.537, -3.679, 0.327], [-0.103, -2.352, -6.231], [2.460, -5.870, -1.663], [-0.917, -4.863, -0.600], [-6.527, 1.998, 0.631], [-4.221, -2.457, 0.704], [-6.088, -4.963, -1.177], [-4.381, 1.999, -0.565], [-0.886, 3.326, -2.459], [3.361, 1.706, -5.311], [-2.559, 3.705, -1.217], [-1.639, -1.063, 3.617], [5.659, 4.414, -2.925], [-1.457, 1.761, 0.549], [-1.025, -3.551, -4.403], [-0.382, -1.173, -5.550], [2.655, -1.576, -0.096], [-4.608, -0.876, 2.025], [-0.549, 0.588, 1.657], [4.941, 3.610, -5.150], [-1.261, -0.032, -3.476], [-3.821, -2.028, 1.636], [1.700, 5.921, 3.932], [-0.941, -1.241, -4.295], [6.195, -2.328, -1.444], [2.157, -3.536, -2.232], [0.784, 3.856, 6.111], [0.483, 3.275, 5.250], [-1.659, -2.151, -1.609], [2.525, -2.620, -2.670], [-2.968, 0.005, -0.398], [-1.138, 0.979, -3.854], [3.294, 5.856, 3.154], [3.291, 4.195, 5.334], [1.661, -1.359, 0.283], [-4.598, -3.916, 2.502], [4.570, 3.133, -4.252], [-4.188, 1.937, -1.633], [1.878, 5.180, 2.335], [4.910, 3.062, 3.134], [-7.184, -2.437, -2.079], [-1.001, -0.471, 4.262], [0.861, 2.470, 3.053], [4.420, -3.152, -0.554], [3.194, 1.476, -3.185], [-3.182, -3.115, 3.818], [-2.051, 1.286, 4.210], [3.527, 3.139, 3.037], [3.147, -2.878, -0.073], [3.512, 3.261, 5.853], [4.809, -4.163, -0.528], [-1.260, 1.685, -0.954]]}

Record 6
{"formula": "C4H7NO3", "method": "wB97M-V/def2-TZVPD", "charge": 0, "smiles": "O=[N+]([O-])C1(CO)CC1", "lumo_energy_ha": -0.0046, "fmax_ev_per_a": 4.4, "gap_ev": 10.409, "e_tot_ha": -436.93453, "species": ["C", "H", "C", "O", "N", "H", "C", "H", "O", "H", "H", "H", "O", "C", "H"], "xyz": [[0.732, -0.117, 1.163], [1.267, -0.322, -1.568], [-0.193, -0.119, -0.001], [-1.967, 1.413, -0.428], [-1.617, 0.423, 0.222], [0.077, 2.046, -0.888], [0.477, 0.302, -1.284], [0.975, -2.115, 0.090], [-2.261, -0.174, 1.057], [-0.288, 0.315, -2.026], [0.485, 0.126, 2.230], [-0.637, -1.978, 1.109], [0.881, 1.670, -1.220], [0.267, -1.450, 0.557], [1.802, -0.020, 0.986]]}

Record 7
{"formula": "C3H15N2Si2", "method": "wB97M-V/def2-TZVPD", "charge": 1, "lumo_energy_ha": -0.2152, "fmax_ev_per_a": 5.3, "gap_ev": 4.810, "e_tot_ha": -811.43227, "species": ["H", "H", "H", "H", "C", "H", "Si", "H", "H", "Si", "H", "H", "H", "H", "C", "H", "N", "N", "H", "H", "H", "C"], "xyz": [[-3.767, 1.117, -0.691], [-2.113, -1.853, -1.117], [-0.622, 0.706, 0.900], [-1.683, -0.483, 1.491], [-1.357, -1.069, -1.104], [3.295, -0.164, -0.931], [2.977, -0.954, 1.173], [3.092, 2.608, 1.046], [2.007, -1.732, 0.616], [3.134, 1.959, -0.150], [-4.061, -0.557, -0.109], [-0.561, -1.438, -0.313], [4.432, -1.600, 1.352], [-2.247, 1.230, 1.187], [-1.726, 0.360, 0.883], [-0.933, -0.739, -2.003], [-2.039, 0.066, -0.492], [3.370, 0.309, -0.058], [2.674, -0.134, 2.439], [-3.567, -0.145, -1.795], [3.171, 2.448, -1.530], [-3.475, 0.063, -0.794]]}

Record 8
{"formula": "C4H11NOS", "method": "wB97M-V/def2-TZVPD", "charge": 0, "smiles": "N[C@H](CO)CCS", "lumo_energy_ha": 0.0318, "fmax_ev_per_a": 2.5, "gap_ev": 9.976, "e_tot_ha": -687.13640, "species": ["H", "C", "C", "H", "C", "O", "H", "H", "H", "H", "C", "H", "H", "H", "H", "S", "N", "H"], "xyz": [[-0.323, -1.431, 1.576], [-1.261, -1.113, 1.124], [0.594, 1.632, -0.842], [2.071, 0.526, 0.510], [-0.967, 0.194, 0.474], [1.250, 1.672, -2.121], [1.204, 2.220, -0.135], [-1.764, 0.776, -0.007], [-1.977, -1.188, 1.942], [1.381, -0.974, 0.997], [0.343, 0.189, -0.383], [1.785, 0.866, -2.142], [0.141, -0.425, -1.267], [-1.244, -2.940, -0.783], [-0.741, 0.919, 1.282], [-1.750, -2.813, 0.455], [1.576, -0.319, 0.268], [-0.320, 2.209, -0.949]]}